Record 1
Density functional theory data (ωB97M-V with the def2-TZVPD basis set) for a single C7H12N2O4 molecule.

Structure (XYZ):
```
25
Properties=species:S:1:pos:R:3:forces:R:3:nbo_charge:R:1
C -0.829485 -0.225459 -0.023408 -2.8 -1.4 -0.1 0.83
C 1.168630 0.996090 0.533521 0.7 -1.1 2.3 -0.13
C 1.983323 -0.310317 0.286560 -2.4 1.5 0.3 0.38
C 1.817510 2.348069 0.283017 3.1 -2.0 2.6 -0.61
C 1.866437 -1.547354 1.121440 -1.4 1.3 1.7 -0.71
C -4.096506 0.065654 -0.767378 1.3 -0.6 2.5 -0.66
C -2.946113 -0.879453 -0.946904 -0.3 -5.4 0.1 -0.08
N 0.182744 0.600116 -0.467301 2.4 -1.0 1.2 -0.38
N 3.067930 -0.313246 -0.666238 0.7 -1.0 0.5 0.45
O -1.103502 -0.831543 1.017829 1.5 1.5 -1.2 -0.63
O 3.978736 -1.067864 -0.306597 -0.3 0.6 -0.6 -0.38
O 3.078294 0.392998 -1.635053 -0.1 0.3 -0.4 -0.32
O -1.707123 -0.299061 -1.097547 2.1 1.8 -0.1 -0.51
H 0.858375 0.916139 1.645071 0.0 0.1 -1.8 0.22
H 1.108429 3.076485 0.355633 -2.0 2.0 -0.6 0.23
H 2.434153 2.289485 -0.580231 0.0 0.6 -1.0 0.24
H 2.550359 2.643468 1.154171 -1.3 -1.0 -1.4 0.21
H 0.979873 -1.477151 1.842807 1.3 0.2 -1.1 0.27
H 2.793927 -1.601595 1.715180 -0.3 -0.1 -0.3 0.28
H 1.722208 -2.440520 0.559938 0.2 -0.7 -0.6 0.25
H -3.619180 0.983385 -1.008792 -0.2 1.5 0.7 0.23
H -4.922267 0.005953 -1.363821 -1.8 -0.8 -2.3 0.22
H -4.549125 -0.128605 0.241083 0.8 1.1 -0.5 0.22
H -3.042583 -1.625730 -1.855285 0.0 1.6 1.5 0.18
H -2.775048 -1.569932 -0.037703 -1.0 0.9 -1.3 0.21
```
Positions in Å, forces in eV/Å.

Values from the calculation:
* Kohn-Sham gap (spin up / spin down): 8.25 / 7.68 eV
* highest occupied orbital energy (spin up / spin down): -0.3759 / -0.3631 Eh

=====

Record 2
Density functional theory data (ωB97M-V with the def2-TZVPD basis set) for a single C7H12N2O5 molecule.

Structure (XYZ):
```
26
Properties=species:S:1:pos:R:3:forces:R:3:nbo_charge:R:1
C -0.774585 -1.082827 0.171818 2.8 3.3 4.2 -0.10
C 0.824424 -1.195199 0.302868 0.4 -0.8 4.0 0.67
C -1.141662 0.390622 -0.268161 3.1 1.4 0.1 -0.43
C -2.552138 0.478910 -0.593734 -5.3 0.7 0.8 -0.53
C -2.873838 1.968485 -0.880596 0.7 2.3 1.8 0.80
C 3.059304 -0.854645 -0.599874 0.3 3.7 -2.4 -0.34
C 3.773707 0.214865 0.459781 1.4 -1.2 -1.3 0.80
H -1.235772 -1.092437 2.332669 0.0 0.6 -1.4 0.38
H -1.048697 -2.423176 1.632807 0.4 -1.9 0.0 0.37
H -0.976745 -1.637900 -0.638164 -1.3 -2.6 -2.6 0.20
H -0.646138 1.275934 0.392276 -1.7 -2.3 -0.8 0.25
H -0.830941 0.774376 -1.276389 1.4 -1.2 0.6 0.23
H -3.218941 0.069308 0.232025 0.7 0.9 -0.7 0.25
H -2.959535 -0.069685 -1.485666 1.2 0.2 0.5 0.24
H -3.408796 3.609127 -0.250749 0.2 -2.5 2.8 0.49
H 1.078176 -0.384337 -1.595253 1.6 -1.4 2.7 0.42
H 3.411638 -0.316951 -1.613330 -0.7 -1.6 2.1 0.23
H 3.398884 -1.881422 -0.583843 0.3 0.0 0.4 0.24
H 2.397497 -0.316117 1.922298 2.1 0.9 -1.8 0.55
N -1.472068 -1.560826 1.434504 0.2 1.6 -1.2 -0.82
N 1.557615 -0.841960 -0.703757 0.3 2.0 -3.7 -0.59
O 1.479330 -1.573458 1.368471 -3.0 0.7 -2.2 -0.73
O -2.579350 2.647049 -1.861238 -1.0 -2.1 1.8 -0.58
O -3.307944 2.712641 0.349495 0.3 1.2 -5.8 -0.72
O 4.828568 0.772987 0.090248 -3.6 -1.6 1.4 -0.59
O 3.218008 0.316634 1.661495 -0.8 -0.2 0.4 -0.70
```
Positions in Å, forces in eV/Å.

Values from the calculation:
* Kohn-Sham gap: 10.32 eV
* highest occupied orbital energy: -0.3723 Eh
* structure (SMILES): N[C@@H](CCC(=O)O)C(=O)NCC(=O)O

=====

Record 3
Density functional theory data (ωB97M-V with the def2-TZVPD basis set) for 2 unconnected molecules or ions with the total composition C7H12N2OS.

Structure (XYZ):
```
23
Properties=species:S:1:pos:R:3:forces:R:3:nbo_charge:R:1
C -2.609711 1.303819 0.027747 -0.3 0.1 0.4 0.26
C -2.226980 -1.732094 0.094659 -1.8 1.7 0.6 -0.41
C -1.318031 -1.056817 -0.912022 -1.2 -2.1 -1.7 -0.43
C -1.167342 -0.646452 0.483156 -1.0 1.0 -0.2 -0.27
C -0.885595 1.547588 1.737082 -0.3 -1.6 -0.8 -0.30
C 1.636260 0.709648 -1.215027 -3.9 -1.0 2.0 -0.80
C -1.507602 0.797878 0.826467 0.0 -0.9 -0.1 -0.13
N -3.552000 1.601815 -0.565043 0.4 0.0 0.1 -0.31
N 3.618553 -0.613322 -0.206884 1.7 0.6 0.3 -1.08
O 2.416439 1.237221 1.245839 0.5 -0.3 0.3 -0.97
S 2.172202 0.038544 0.423628 0.1 0.6 -1.1 1.38
H -3.364473 -1.432231 0.042512 2.6 -0.3 0.3 0.23
H -2.100645 -2.735822 0.494272 0.3 0.2 -0.3 0.22
H -0.542347 -1.740308 -1.193127 0.4 0.0 -0.7 0.21
H -1.834310 -0.566892 -1.748726 0.4 0.3 0.7 0.24
H -0.206139 -1.046018 0.742310 0.0 0.2 1.3 0.24
H 4.460584 -0.022068 -0.012514 -1.2 -0.3 -0.3 0.40
H -0.079289 1.112259 2.279018 0.5 -0.1 0.4 0.22
H -1.202501 2.516909 1.954618 -0.3 1.4 0.2 0.21
H 1.077394 -0.187893 -1.578308 0.6 0.8 -0.4 0.22
H 0.853461 1.549086 -1.134706 1.4 -1.2 0.2 0.24
H 2.458639 0.936769 -1.778475 2.0 0.6 -1.4 0.23
H 3.903424 -1.571621 -0.006465 -0.8 0.2 0.4 0.40
```
Positions in Å, forces in eV/Å.

Values from the calculation:
* Kohn-Sham gap: 9.65 eV
* highest occupied orbital energy: -0.3421 Eh

=====

Record 4
Density functional theory data (ωB97M-V with the def2-TZVPD basis set) for a single C7H12N2S molecule.

Structure (XYZ):
```
22
Properties=species:S:1:pos:R:3:forces:R:3:nbo_charge:R:1
C 3.043339 0.118203 -0.650059 -4.2 -1.1 2.7 -0.11
C 1.857754 0.636286 -1.074690 -0.4 1.9 -2.1 -0.09
C 1.489370 -0.765475 0.552262 1.7 1.8 -0.8 0.17
C -0.965971 1.022610 1.213228 3.7 -4.8 -1.5 -0.57
C -0.947584 1.308415 -1.440806 1.6 1.8 0.8 -0.64
C -1.666849 -2.159480 0.934595 -0.3 1.0 -1.9 -0.69
C -0.569682 0.336554 -0.322143 -0.9 1.3 2.7 0.05
N 2.817916 -0.709715 0.465265 -1.7 -0.2 -1.4 -0.44
N 0.854868 0.113845 -0.308136 1.4 -1.2 0.7 -0.42
S -1.390331 -1.262498 -0.707505 -0.9 0.2 1.1 0.17
H 3.976036 0.334714 -0.889441 3.9 1.0 -1.4 0.20
H 1.613131 1.391134 -1.898495 0.6 -1.4 1.5 0.22
H 0.933143 -1.336389 1.225519 -0.4 -0.7 1.0 0.18
H -0.409522 1.897510 1.307787 1.0 1.5 0.0 0.21
H -0.637547 0.284855 2.057805 -0.8 1.4 -1.6 0.21
H -1.953742 1.181617 1.193965 -3.7 0.6 0.2 0.20
H -0.472289 0.889673 -2.312757 -0.2 0.1 -0.8 0.22
H -2.014007 1.413464 -1.581782 -0.1 -0.1 0.1 0.24
H -0.465696 2.380735 -1.271578 -1.0 -2.2 -0.2 0.22
H -0.842184 -1.901322 1.544317 0.7 -0.4 0.7 0.20
H -1.644327 -3.131134 0.496147 0.3 -1.0 0.4 0.23
H -2.605822 -2.043593 1.466510 -0.2 0.6 -0.3 0.22
```
Positions in Å, forces in eV/Å.

Values from the calculation:
* Kohn-Sham gap: 9.24 eV
* highest occupied orbital energy: -0.3136 Eh
* structure (SMILES): CSC(C)(C)n1ccnc1

=====

Table of energy relative to the best compared isomer or geometry (same formula, charge and spin) (kcal per mole), in record order: 163.5; 84.8; 101.0; 42.4
Table of calculated total energy (a.u.), in record order: -684.16415; -759.57747; -856.73661; -781.56167